Entry 1:
# C10H10N2O

An isolated molecule of C10H10N2O (wB97M-V/def2-TZVPD, OMol25).

Properties
* energy relative to the best compared isomer or geometry (same formula, charge and spin): 177.1 kcal/mol
* frontier orbital gap (alpha / beta): 5.61 / 5.59 eV

```
! wB97M-V def2-TZVPD RIJCOSX def2/J DEFGRID3
* xyz 0 1
C 1.44 3.48 -0.25
C 1.75 0.38 -0.23
C 2.82 3.36 -0.26
C 3.16 0.92 -0.33
C 0.63 1.09 0.05
C 0.48 2.53 0.06
C -0.70 0.49 0.06
C -1.32 -0.69 0.32
C -2.82 -0.80 0.43
C -0.54 -1.96 0.22
N -1.68 1.93 0.21
N 3.55 2.20 -0.35
O -0.79 2.88 0.24
H 1.06 4.51 -0.28
H 1.61 -0.63 -0.20
H 3.45 4.24 -0.50
H 3.90 0.14 -0.25
H -3.20 -1.57 1.22
H -3.23 0.07 0.73
H -3.32 -1.19 -0.48
H 0.49 -1.83 -0.38
H -0.15 -2.16 1.20
H -1.24 -2.81 -0.12
*
```

***

Entry 2:
# C10H10N2O2

A cluster of 2 separate species, C10H10N2O2 in total (wB97M-V/def2-TZVPD, OMol25).

Properties
* energy relative to the best compared isomer or geometry (same formula, charge and spin): 92.6 kcal/mol
* frontier orbital gap: 9.51 eV

```
! wB97M-V def2-TZVPD RIJCOSX def2/J DEFGRID3
* xyz 0 1
O 5.17 -0.87 -0.40
C 4.08 -0.34 -0.15
C 3.80 1.11 0.18
C 2.50 1.36 0.58
N 1.57 0.53 0.34
C 1.61 -0.72 -0.29
O 0.58 -1.37 -0.54
N 2.94 -1.21 -0.38
H 4.45 1.98 0.41
H 2.12 2.34 0.92
H 0.48 0.58 0.90
H 3.06 -2.18 -0.58
C -2.37 0.97 -0.76
C -3.64 0.59 -0.79
C -4.13 -0.50 0.06
C -3.10 -1.09 0.79
C -1.73 -0.74 0.54
C -1.30 0.23 -0.29
H -1.97 1.77 -1.35
H -4.20 1.19 -1.52
H -5.04 -1.01 0.10
H -3.38 -1.89 1.47
H -1.09 -1.38 1.17
H -0.42 0.62 -0.41
*
```

***

Entry 3:
# C10H10N2O2

A cluster of 2 separate species, C10H10N2O2 in total (wB97M-V/def2-TZVPD, OMol25).

Properties
* energy relative to the best compared isomer or geometry (same formula, charge and spin): 69.3 kcal/mol
* frontier orbital gap: 9.52 eV

```
! wB97M-V def2-TZVPD RIJCOSX def2/J DEFGRID3
* xyz 0 1
O 0.98 1.96 1.64
C 0.11 1.77 0.85
C -1.33 1.88 1.04
C -2.00 1.33 -0.06
N -1.48 0.90 -1.30
C -0.11 0.93 -1.62
O 0.54 0.55 -2.57
N 0.49 1.49 -0.45
H -1.82 2.37 1.88
H -3.12 1.11 0.00
H -2.21 0.35 -1.99
H 1.53 1.39 -0.25
C -0.64 -1.42 0.15
C -0.13 -1.05 1.34
C 1.27 -0.87 1.46
C 2.01 -1.04 0.29
C 1.48 -1.54 -0.94
C 0.11 -1.55 -0.98
H -1.70 -1.85 0.14
H -0.67 -0.87 2.27
H 1.81 -0.80 2.45
H 3.18 -1.37 0.31
H 2.11 -1.77 -1.82
H -0.38 -1.90 -1.83
*
```

***

Entry 4:
# C10H10N2O2

A cluster of 2 separate species, C10H10N2O2 in total (wB97M-V/def2-TZVPD, OMol25).

Properties
* energy relative to the best compared isomer or geometry (same formula, charge and spin): 61.7 kcal/mol
* frontier orbital gap: 9.04 eV

```
! wB97M-V def2-TZVPD RIJCOSX def2/J DEFGRID3
* xyz 0 1
O -0.68 -1.98 -0.53
C -1.38 -0.95 -0.41
C -1.02 0.43 -0.50
C -1.90 1.46 -0.22
N -3.13 1.18 0.32
C -3.68 -0.11 0.32
O -4.88 -0.38 0.68
N -2.76 -1.07 -0.15
H -0.10 0.79 -0.81
H -1.50 2.49 -0.44
H -3.82 1.89 0.83
H -3.09 -2.07 -0.46
C 3.15 0.32 1.09
C 2.44 -0.90 1.31
C 1.87 -1.51 0.23
C 1.61 -0.67 -0.94
C 2.09 0.57 -1.06
C 2.93 1.11 -0.02
H 3.50 1.03 1.95
H 2.45 -1.32 2.25
H 1.54 -2.54 0.40
H 1.04 -1.04 -1.75
H 1.90 1.19 -1.86
H 3.42 2.08 -0.23
*
```

***

Entry 5:
# C10H10N5

The ion C10H10N5 with charge +1 (wB97M-V/def2-TZVPD, OMol25).

Properties
* energy relative to the best compared isomer or geometry (same formula, charge and spin): 20.5 kcal/mol
* frontier orbital gap: 10.52 eV

```
! wB97M-V def2-TZVPD RIJCOSX def2/J DEFGRID3
* xyz 1 1
C -0.65 2.59 0.80
C -0.17 1.30 1.53
N -0.05 0.09 0.67
C -1.10 -0.74 0.51
C -0.71 -1.77 -0.33
N 0.63 -1.57 -0.63
C 1.37 -2.40 -1.50
C 0.99 -0.43 -0.02
C 2.61 0.31 0.01
C 2.78 1.30 1.12
N 3.02 2.16 1.85
C 3.65 -0.70 0.11
N 4.49 -1.48 0.30
C 2.50 1.23 -1.10
N 2.31 2.05 -1.88
H 0.01 2.73 -0.19
H -0.56 3.35 1.56
H -1.71 2.52 0.61
H -0.85 1.13 2.46
H 0.74 1.49 2.03
H -2.11 -0.49 0.75
H -1.19 -2.65 -0.51
H 2.37 -2.40 -1.45
H 1.03 -3.40 -1.34
H 1.19 -2.21 -2.54
*
```

***

Entry 6:
# C10H10O3S2

An isolated molecule of C10H10O3S2 (wB97M-V/def2-TZVPD, OMol25).

Properties
* energy relative to the best compared isomer or geometry (same formula, charge and spin): 98.5 kcal/mol
* frontier orbital gap: 8.73 eV

```
! wB97M-V def2-TZVPD RIJCOSX def2/J DEFGRID3
* xyz 0 1
C -0.47 -3.25 1.53
C 1.45 2.48 -1.75
C -1.01 -2.53 2.68
C 0.45 3.21 -1.05
C 0.20 -2.61 0.56
C 1.38 1.18 -1.90
C -1.00 -1.18 2.52
C -0.56 2.72 -0.37
C 0.22 -1.08 0.47
C -0.61 0.46 -1.31
O -0.48 -0.49 1.55
O -0.98 1.37 -0.41
O -0.28 -0.83 -0.82
S 1.96 -0.41 0.72
S -1.62 0.44 -2.75
H -0.54 -4.27 1.52
H 2.37 3.08 -1.90
H -1.52 -2.96 3.56
H 0.70 4.18 -0.79
H 0.76 -3.03 -0.23
H 1.96 0.47 -2.32
H -1.33 -0.41 3.24
H -1.24 3.44 0.15
H 1.59 0.81 0.43
H -1.39 -0.77 -3.33
*
```

***

Entry 7:
# C10H11AlCl6Ir

A structure of composition C10H11AlCl6Ir (wB97M-V/def2-TZVPD, OMol25).

Properties
* frontier orbital gap (alpha / beta): 4.38 / 6.82 eV

```
! wB97M-V def2-TZVPD RIJCOSX def2/J DEFGRID3
* xyz -1 5
Ir -0.34 1.11 -0.08
Cl -0.75 3.31 -0.60
C -2.08 0.20 0.09
H -1.98 -0.69 0.74
H -2.38 -0.10 -0.93
H -2.79 0.92 0.51
Al 0.98 -0.77 -2.93
C 2.58 0.33 -3.36
C -0.60 -0.56 -4.09
C 0.55 -0.52 -0.98
H -1.21 -1.48 -4.20
H -1.24 0.22 -3.64
H -0.28 -0.21 -5.09
H 3.53 -0.15 -3.07
H 2.61 0.57 -4.43
H 2.49 1.27 -2.78
H -0.08 -1.40 -0.74
H 1.57 -0.56 -0.53
Cl 0.98 -1.64 1.76
C 0.88 -0.09 2.47
C 0.13 0.95 1.89
C -0.24 2.01 2.74
Cl -1.61 2.95 2.42
C 0.51 2.29 3.90
Cl 0.43 3.83 4.62
C 1.37 1.30 4.41
Cl 2.23 1.63 5.83
C 1.50 0.07 3.73
Cl 2.42 -1.20 4.43
*
```

***

Entry 8:
# C10H11BN2O2

An isolated molecule of C10H11BN2O2 (wB97M-V/def2-TZVPD, OMol25).

Properties
* energy relative to the best compared isomer or geometry (same formula, charge and spin): 36.4 kcal/mol
* frontier orbital gap (alpha / beta): 7.00 / 7.00 eV

```
! wB97M-V def2-TZVPD RIJCOSX def2/J DEFGRID3
* xyz 0 1
B -0.18 -2.00 -1.77
C 3.08 1.18 2.46
C 2.26 0.03 2.46
C 2.57 2.34 1.84
C 1.04 -0.02 1.86
C 1.48 2.19 1.02
C 0.73 1.03 0.98
C -2.79 0.68 -0.65
C -2.48 -0.93 -2.30
C -3.13 -0.70 -0.99
C -0.47 0.97 0.22
N -1.48 0.77 -0.37
N -1.38 -1.47 -2.50
O 0.88 -1.24 -1.59
O -0.02 -3.37 -1.60
H 3.90 1.00 3.11
H 2.62 -0.79 3.09
H 2.95 3.38 1.88
H 0.38 -0.88 1.82
H 1.27 3.08 0.36
H -3.17 1.46 -1.40
H -2.84 -0.52 -3.34
H -2.59 -1.39 -0.22
H -4.22 -0.84 -1.11
H 0.63 -0.32 -1.70
H 0.97 -3.65 -1.55
*
```

***

Entry 9:
# C10H11BrInO4

A structure of composition C10H11BrInO4 (wB97M-V/def2-TZVPD, OMol25).

Properties
* frontier orbital gap: 3.37 eV

```
! wB97M-V def2-TZVPD RIJCOSX def2/J DEFGRID3
* xyz 3 1
C -1.31 1.95 0.39
C -1.63 0.76 -0.60
C -1.10 -0.62 -0.02
C -2.03 -0.93 1.28
C 0.37 -0.59 0.40
C 1.45 0.13 -0.21
C 1.54 1.05 -1.42
C 1.50 0.23 -2.81
O 2.01 0.62 -3.75
Br 0.58 -1.51 -2.98
C 2.69 -0.23 0.65
O 3.69 0.34 0.50
O 2.39 -1.24 1.61
C 1.03 -1.38 1.58
O 0.49 -2.11 2.44
H -0.47 2.61 0.08
H -1.12 1.62 1.44
H -2.23 2.60 0.42
H -2.74 0.67 -0.74
H -1.20 0.99 -1.61
H -1.32 -1.48 -0.73
H -2.44 -1.97 1.28
H -2.89 -0.21 1.27
H -1.47 -0.73 2.23
H 0.79 1.88 -1.42
H 2.56 1.53 -1.41
In 0.86 -3.97 2.13
*
```

***

Entry 10:
# C10H11BrN2

A cluster of 2 separate species, C10H11BrN2 in total (wB97M-V/def2-TZVPD, OMol25).

Properties
* energy relative to the best compared isomer or geometry (same formula, charge and spin): 83.7 kcal/mol
* frontier orbital gap (alpha / beta): 6.60 / 8.56 eV

```
! wB97M-V def2-TZVPD RIJCOSX def2/J DEFGRID3
* xyz 0 1
C -2.59 2.36 -0.39
C -2.54 1.77 0.88
C -1.68 1.98 -1.40
C -1.59 0.82 1.20
C -0.74 1.02 -1.06
C -0.65 0.55 0.22
C 3.18 -0.54 0.02
C 2.56 -0.27 1.37
C 1.30 -1.19 1.20
C 0.40 -2.62 -0.64
N 2.47 -1.30 -0.74
N 1.40 -1.78 -0.07
Br 0.31 -1.89 2.55
H -3.29 3.04 -0.61
H -3.31 1.80 1.67
H -1.64 2.27 -2.43
H -1.61 0.38 2.11
H -0.17 0.70 -1.81
H 3.95 0.00 -0.38
H 3.14 -0.47 2.19
H 2.27 0.77 1.57
H 0.97 -3.34 -1.24
H -0.31 -3.01 0.28
H -0.26 -1.99 -1.18
*
```

***

Number 1: maximum force 0.112 hartree/bohr, total energy -15552.487 eV. Number 2: maximum force 0.185 hartree/bohr, total energy -17604.527 eV. Number 3: maximum force 0.103 hartree/bohr, total energy -17605.535 eV. Number 4: maximum force 0.098 hartree/bohr, total energy -17605.868 eV. Number 5: maximum force 0.073 hartree/bohr, total energy -17971.737 eV. Number 6: maximum force 0.119 hartree/bohr, total energy -38338.457 eV. Number 7: maximum force 0.067 hartree/bohr, total energy -95116.169 eV. Number 8: maximum force 0.079 hartree/bohr, total energy -18298.739 eV. Number 9: maximum force 0.110 hartree/bohr, total energy -93914.554 eV. Number 10: maximum force 0.084 hartree/bohr, total energy -83564.987 eV.